69
Properties=species:S:1:pos:R:3:forces:R:3 method="wB97M-V/def2-TZVPD" homo_lumo_gap_ev="7.49 / 7.49" e_above_lowest_kj_mol=4.0 total_charge=+1 total_energy_ha=-4095.5451
Pt 0.0616 -0.2278 -1.3190 0.129 0.001 -0.040
C 0.8656 1.7091 3.7326 0.032 0.000 -0.008
C 1.0589 0.2528 3.3912 0.014 0.012 0.000
C 1.2993 -0.6363 4.4382 -0.014 0.000 0.005
C 1.5291 -1.9845 4.2223 0.003 -0.005 -0.002
C 1.5388 -2.4861 2.9297 0.000 0.006 0.011
C 1.2907 -1.6267 1.8757 -0.046 0.010 -0.014
C 1.0314 -0.2695 2.0880 -0.002 -0.033 -0.041
P 0.8548 0.7209 0.5767 -0.085 -0.046 -0.045
C -0.3608 2.0364 0.8997 -0.056 -0.123 0.064
C -1.5167 1.5855 1.5489 0.029 0.026 -0.023
C -2.5981 2.4199 1.7523 0.000 0.033 0.005
C -2.5333 3.7309 1.2976 -0.002 -0.024 0.018
C -1.3948 4.1786 0.6531 0.046 0.007 0.028
C -0.2892 3.3532 0.4338 0.007 0.071 -0.031
C 0.8907 3.9254 -0.3066 -0.009 0.000 -0.035
C 2.5071 1.2842 0.1702 0.022 0.010 -0.044
C 3.4608 1.6860 1.1038 0.030 0.000 -0.001
C 4.7107 2.0823 0.6654 -0.025 -0.004 0.034
C 4.9994 2.0606 -0.6959 0.002 -0.001 -0.042
C 4.0522 1.6389 -1.6141 0.030 0.018 0.019
C 2.7842 1.2411 -1.1936 0.049 -0.021 0.026
C 1.7255 0.7890 -2.1587 -0.094 0.066 -0.007
H 1.3321 1.9248 4.6927 0.006 0.001 -0.003
H -0.1910 1.9676 3.8102 -0.011 -0.009 0.009
H 1.3008 2.3774 2.9903 -0.020 0.005 0.003
H 1.3199 -0.2494 5.4496 0.001 0.000 0.001
H 1.7179 -2.6390 5.0628 -0.001 0.001 0.002
H 1.7462 -3.5318 2.7450 -0.002 -0.001 -0.003
H 1.3164 -2.0046 0.8589 0.008 -0.004 0.020
H -1.5564 0.5685 1.9222 -0.002 -0.029 -0.002
H -3.4752 2.0582 2.2726 0.000 -0.001 -0.004
H -3.3648 4.4054 1.4541 0.000 -0.002 -0.004
H -1.3466 5.2043 0.3088 -0.004 0.000 -0.005
H 0.7874 5.0056 -0.3897 -0.015 0.004 -0.016
H 0.9465 3.5202 -1.3202 0.029 -0.008 0.027
H 1.8402 3.7132 0.1809 -0.036 0.031 0.015
H 3.2380 1.6688 2.1631 0.008 0.005 -0.001
H 5.4645 2.3919 1.3764 -0.004 -0.003 0.006
H 5.9809 2.3617 -1.0388 -0.002 -0.001 -0.004
H 4.2968 1.6084 -2.6689 -0.003 0.003 -0.002
H 2.1712 0.1750 -2.9459 0.027 -0.030 0.020
H 1.3091 1.6649 -2.6739 0.046 0.004 -0.010
C -4.4884 -0.1879 -2.4937 -0.010 -0.006 -0.004
N -3.0382 -0.2491 -2.5145 -0.004 -0.005 -0.011
C -2.3113 -0.4379 -3.6018 0.061 0.017 0.071
N -2.9224 -0.5900 -4.7780 0.003 -0.008 -0.036
S -0.5901 -0.4909 -3.5765 -0.096 0.025 -0.057
H -4.8102 -0.0455 -1.4666 -0.001 0.003 -0.002
H -4.9294 -1.1159 -2.8640 0.011 0.002 0.002
H -4.8544 0.6541 -3.0844 -0.005 -0.002 -0.003
H -2.5091 -0.1490 -1.6552 0.006 -0.005 -0.006
H -3.9213 -0.5359 -4.8764 -0.002 0.015 -0.003
H -2.3649 -0.7066 -5.6067 -0.008 -0.023 0.003
C -2.2375 -3.7304 -2.2075 -0.036 0.027 -0.010
Ge -0.9058 -3.4634 -0.8009 0.119 -0.031 -0.008
C -1.3602 -4.4805 0.8015 -0.007 -0.010 -0.024
C 0.8819 -3.8826 -1.4634 -0.027 -0.016 -0.001
C -0.9452 -1.5308 -0.3402 -0.077 0.015 0.124
H -2.2248 -4.7788 -2.5068 -0.010 -0.002 0.006
H -2.0060 -3.1225 -3.0823 0.015 -0.028 0.031
H -3.2403 -3.4904 -1.8531 -0.002 0.002 -0.003
H -1.3347 -5.5520 0.6015 0.007 0.006 -0.006
H -2.3618 -4.2247 1.1491 0.005 0.003 -0.004
H -0.6543 -4.2633 1.6034 0.002 0.002 0.002
H 0.8782 -4.8709 -1.9242 0.007 -0.001 0.009
H 1.6126 -3.8882 -0.6543 -0.002 0.010 -0.002
H 1.1926 -3.1526 -2.2106 -0.011 0.001 -0.004
H -1.3570 -1.3691 0.6636 -0.027 0.038 0.014

***

34
Properties=species:S:1:pos:R:3:forces:R:3 method="wB97M-V/def2-TZVPD" spin_multiplicity=2 s2=0.76 homo_lumo_gap_ev="2.82 / 1.83" e_above_lowest_kj_mol=362.2 total_charge=+2 total_energy_ha=-1277.2391
Mg 17.1839 3.2387 -9.9468 1.068 0.666 0.679
Cl 18.8024 4.7003 -9.4012 -1.163 -0.916 -0.545
C 17.6044 9.5378 -12.5684 -1.540 1.468 -1.290
O 17.3884 8.1825 -12.5650 1.231 -2.282 0.971
C 18.2821 7.3946 -11.7192 -0.210 0.971 -0.137
C 19.3884 6.7952 -12.5832 -0.252 -0.865 -1.198
O 18.7233 6.2279 -13.7456 -0.016 0.702 2.047
C 19.5435 5.4581 -14.5703 1.112 -0.724 -1.018
H 17.3831 9.9641 -11.5899 0.406 0.037 0.396
H 16.8573 9.9131 -13.2677 -0.037 0.200 0.116
H 18.5554 9.8732 -12.9821 0.705 -0.364 0.413
H 17.7314 6.6039 -11.2098 -0.368 0.070 -0.524
H 18.6911 8.0443 -10.9453 0.201 0.071 -0.109
H 19.9640 6.0747 -12.0022 -0.320 -0.611 0.014
H 20.1812 7.4951 -12.8470 -0.441 0.775 -0.390
H 20.1638 6.1272 -15.1667 0.176 0.005 -0.102
H 19.0110 4.7967 -15.2537 -0.704 0.549 0.117
H 20.2031 4.7622 -14.0519 0.205 0.254 0.627
C 18.0197 0.7015 -3.8388 -0.409 0.203 0.526
O 18.5475 2.0080 -3.9016 1.054 0.127 -0.773
C 17.6132 3.0674 -4.0528 0.891 -0.810 0.253
C 18.2765 4.4190 -4.3228 0.142 0.276 -0.115
O 19.0104 4.4995 -5.5410 -0.438 -0.928 -0.021
C 19.5232 5.7611 -5.8722 0.019 -0.210 -0.757
H 18.7589 0.0637 -3.3543 0.004 0.099 -0.166
H 17.7263 0.2668 -4.7944 0.280 0.171 -0.481
H 17.1067 0.6662 -3.2444 -0.114 0.097 0.366
H 17.1693 3.0777 -3.0574 -0.922 0.738 -0.205
H 16.9180 2.7862 -4.8438 -0.427 0.240 -0.058
H 18.9241 4.6890 -3.4886 0.137 -0.085 0.147
H 17.5066 5.1864 -4.4030 -0.444 -0.008 0.397
H 20.2134 6.1661 -5.1321 0.121 -0.077 -0.019
H 18.7865 6.5195 -6.1370 -0.682 0.120 0.603
H 19.9840 5.5936 -6.8457 0.732 0.041 0.237

***

12
Properties=species:S:1:pos:R:3:forces:R:3 method="wB97M-V/def2-TZVPD" homo_lumo_gap_ev=12.97 e_above_lowest_kj_mol=186.6 total_charge=+1 total_energy_ha=-210.6820
C 0.9944 -1.0966 1.0385 -1.107 0.492 1.581
C 0.4660 -0.6599 -0.2861 0.880 0.522 -0.568
N 0.8179 0.4855 -0.7846 1.237 5.305 0.580
O -0.2852 -1.3342 -1.0918 -0.676 -3.062 1.338
H 0.8220 -2.1718 1.2751 0.683 0.584 -0.674
H 2.0726 -0.7252 1.1535 -1.741 -0.697 0.169
H 0.2340 -0.6397 1.8229 1.816 -0.312 -1.362
H 3.0948 -1.8386 -1.3329 1.619 1.136 -2.646
H 3.5180 -1.5283 -2.0375 -1.620 -1.150 2.658
H 0.3411 1.0054 -1.5897 0.693 -1.859 1.197
H 1.4182 1.2666 -0.2309 -1.805 -3.020 -1.313
H -0.4117 -2.2869 -0.7307 0.022 2.062 -0.960